[1]
DFT (ωB97M-V/def2-TZVPD) results for a molecular structure, FNO3S2.

The geometry in ORCA input format:
```
! RIJCOSX wB97M-V def2-TZVPD def2/J DEFGRID3
* xyz 0 3
S 1.065 0.697 -0.284
S -1.107 -0.730 0.814
F -0.214 -1.529 -0.286
O -0.412 0.715 0.337
O -2.427 -0.680 0.338
O 1.067 1.447 -1.489
N 2.028 0.079 0.571
*
```

The calculation puts the energy above the lowest of the compared OMol25 structures with the same formula, charge and spin at 0.0 kcal/mol. The value obtained for the HOMO-LUMO gap (spin up / spin down) is 6.75 / 8.23 eV.



[2]
DFT (ωB97M-V/def2-TZVPD) results for a molecular structure, C28H48N3O10PtSSiTe.

The geometry in ORCA input format:
```
! RIJCOSX wB97M-V def2-TZVPD def2/J DEFGRID3
* xyz -1 1
Pt -0.919 1.555 -0.036
Te -2.752 2.807 -1.339
S -2.918 -2.281 5.481
Si 1.470 -0.619 -1.471
O 0.992 0.482 -0.446
O -3.622 -2.357 6.740
O 1.521 -0.049 -3.027
O -2.018 -3.343 5.104
O 0.503 -1.967 -1.558
O -1.593 -4.535 2.341
O 0.427 -3.812 2.341
O 0.365 3.355 1.810
O 3.003 -1.154 -1.159
O -1.806 3.182 2.061
N -2.526 -1.842 2.371
N -1.281 -0.133 1.729
N -0.771 -3.642 2.315
C -1.914 6.897 -2.666
C -2.025 -0.736 5.448
C -0.391 4.755 -1.781
C -1.457 -3.305 -1.632
C 0.225 5.941 -2.161
C -2.532 5.714 -2.275
C 3.198 -3.465 -0.501
C -2.501 -0.524 2.053
C -0.833 2.867 1.433
C 2.440 0.835 -3.658
C 1.723 1.376 -4.888
C -0.532 7.016 -2.610
C -3.704 -2.580 2.835
C 2.803 1.985 -2.718
C 3.120 -1.647 1.229
C -3.674 0.390 2.078
C -1.221 -2.288 2.215
C 3.579 -2.021 -0.190
C 3.695 0.070 -4.077
C -1.780 4.625 -1.831
C 1.572 3.095 1.080
C -0.478 -1.221 1.819
C -0.309 -2.583 -3.731
C -1.561 -0.913 -2.330
C 5.084 -1.832 -0.321
C -4.172 -2.114 4.210
C -0.873 -0.823 6.448
C -0.696 -2.174 -2.311
H 0.276 -1.786 -4.190
H -1.095 -0.118 -2.917
H 1.372 0.546 -5.507
H 2.392 2.004 -5.482
H 3.880 -1.919 1.965
H 2.936 -0.572 1.284
H 3.475 2.689 -3.218
H 1.456 2.315 0.332
H -2.750 0.034 5.717
H 1.889 4.026 0.608
H -3.437 -3.627 2.871
H 1.306 6.023 -2.112
H 2.112 -3.566 -0.504
H -4.475 -1.068 4.222
H -3.962 0.651 3.098
H 3.610 -4.140 0.256
H -1.684 -0.555 -1.301
H 5.332 -0.776 -0.191
H -1.201 -2.775 -4.334
H 0.301 -3.490 -3.697
H -2.268 -3.665 -2.271
H -0.175 -1.606 6.153
H 2.322 2.789 1.809
H 0.201 3.910 -1.449
H 0.857 1.968 -4.583
H 4.412 0.741 -4.556
H 2.201 -2.180 1.488
H -1.888 -2.957 -0.690
H -0.049 7.938 -2.915
H 1.895 2.511 -2.409
H -3.614 5.635 -2.311
H 3.429 -0.727 -4.777
H -5.000 -2.722 4.575
H -0.341 0.126 6.482
H 5.416 -2.143 -1.314
H 3.577 -3.755 -1.484
H -4.537 -0.051 1.573
H -1.665 -0.581 4.429
H -0.779 -4.135 -1.415
H 3.291 1.598 -1.818
H 0.564 -1.181 1.545
H -2.516 7.728 -3.016
H -2.554 -1.123 -2.733
H -4.509 -2.451 2.113
H -3.383 1.311 1.569
H -1.247 -1.054 7.446
H 5.618 -2.418 0.431
H 4.155 -0.386 -3.198
*
```

The calculation puts the energy above the lowest of the compared OMol25 structures with the same formula, charge and spin at 18.0 kcal/mol. The value obtained for the HOMO-LUMO gap is 5.82 eV.



[3]
DFT (ωB97M-V/def2-TZVPD) results for a molecular structure, C39H91InN3O14S.

The geometry in ORCA input format:
```
! RIJCOSX wB97M-V def2-TZVPD def2/J DEFGRID3
* xyz -1 1
In 1.213 2.932 2.200
S -3.131 4.386 2.422
O 6.388 -4.255 -3.968
O -12.736 -4.071 -2.339
O -9.802 -1.999 0.293
O -10.791 1.236 -1.393
O -4.324 2.215 3.885
O 3.905 -5.656 -3.182
O -15.608 -3.995 -3.027
O 2.927 3.396 1.089
O 10.636 0.079 -2.213
O -6.850 -2.140 0.317
O 7.991 -0.348 -0.965
O -12.363 3.731 -1.199
O 13.427 2.752 -1.059
O 16.378 2.633 -0.928
N 0.281 1.110 1.608
N -4.787 2.375 1.706
N -5.484 1.305 2.190
C 1.841 4.305 4.932
C 6.273 -4.802 -5.269
C 3.562 -0.181 1.256
C 13.498 2.706 -2.475
C 8.301 -1.721 -0.809
C -4.120 2.917 2.715
C 3.530 2.256 0.505
C 15.491 2.241 0.114
C 9.855 1.085 -1.571
C 4.193 -0.732 3.790
C 1.902 2.830 4.374
C 4.154 1.237 1.582
C 1.082 1.793 5.232
C -5.194 1.247 3.478
C 4.429 -4.493 -2.548
C -7.694 -2.481 1.403
C 10.095 -0.311 -3.464
C 2.006 -1.647 2.755
C 5.718 1.229 1.358
C 9.014 0.499 -0.452
C -9.030 -3.018 0.921
C -1.481 4.098 3.196
C -10.307 1.452 -0.074
C 16.433 4.039 -1.095
C -13.040 -3.551 -1.053
C -13.529 -5.202 -2.672
C -9.782 -2.107 -1.124
C 3.484 -1.197 2.470
C -6.792 -0.734 0.090
C -12.650 2.644 -2.071
C 4.665 -6.818 -2.896
C -11.223 4.469 -1.608
C -14.636 -4.832 -3.643
C 14.180 1.715 -0.442
C 5.188 -3.623 -3.533
C -15.472 -2.635 -3.403
C -12.207 1.322 -1.469
C -0.380 4.545 2.145
C 2.177 4.426 6.465
H 4.020 -2.131 2.137
H 2.539 5.472 6.648
H 16.987 4.252 -2.009
H 5.730 -6.660 -3.084
H 5.480 -2.696 -3.029
H -13.737 2.623 -2.206
H -1.316 4.637 4.152
H -9.222 1.545 -0.117
H 0.827 0.856 4.689
H -14.113 -3.385 -0.928
H 6.233 -3.998 -6.012
H 3.880 1.651 2.575
H 1.738 1.478 6.094
H -6.274 -0.563 -0.854
H -12.541 0.510 -2.126
H 4.554 -3.354 -4.384
H -0.662 1.048 1.994
H -10.561 0.596 0.560
H 0.827 4.721 4.719
H 4.372 -1.645 4.411
H 4.514 -7.118 -1.854
H 9.035 -0.564 -3.384
H 5.063 -4.763 -1.697
H -0.776 4.618 1.107
H -12.864 -5.925 -3.156
H 15.314 3.067 0.810
H -13.940 -5.672 -1.773
H -8.888 -3.871 0.250
H -10.365 3.817 -1.791
H 10.638 -1.192 -3.809
H 2.072 -2.468 3.523
H -7.837 -1.626 2.073
H 15.985 1.436 0.667
H -7.793 -0.299 0.022
H 3.451 -0.105 4.354
H 9.299 -1.956 -1.188
H 5.157 -0.203 3.642
H -12.524 -2.598 -0.941
H 4.312 -7.621 -3.545
H -10.966 5.165 -0.810
H 14.532 2.649 -2.826
H -9.605 -3.363 1.787
H 2.543 -0.146 0.794
H 9.640 -0.033 0.271
H 7.570 -2.302 -1.372
H 6.168 0.336 1.873
H -10.367 -2.977 -1.439
H 15.434 4.474 -1.183
H 2.573 4.889 4.313
H 1.550 -2.096 1.844
H -8.763 -2.188 -1.509
H 13.048 3.618 -2.868
H 3.575 -3.928 -2.164
H -5.672 0.454 4.074
H 8.515 1.318 0.076
H 14.356 0.890 -1.140
H -16.127 -2.039 -2.768
H 2.956 3.679 6.751
H -11.451 5.041 -2.514
H 1.253 4.299 7.085
H -15.153 -5.747 -3.951
H -1.385 3.000 3.375
H -12.192 2.798 -3.053
H 6.164 2.176 1.759
H 1.393 -0.810 3.168
H -7.184 -3.269 1.969
H 10.559 1.806 -1.143
H 12.932 1.846 -2.849
H 2.982 2.526 4.444
H 7.156 -5.412 -5.461
H -6.232 -0.243 0.893
H 13.575 1.332 0.386
H 16.959 4.497 -0.251
H 5.974 1.086 0.276
H -12.664 1.168 -0.487
H -12.679 -4.238 -0.280
H 5.385 -5.433 -5.365
H 8.234 -2.001 0.248
H 4.242 -0.633 0.480
H 2.800 1.730 -0.180
H 4.367 2.594 -0.175
H 10.228 0.492 -4.198
H 0.200 2.302 5.690
H -14.445 -2.282 -3.275
H 0.101 5.498 2.487
H -15.779 -2.502 -4.446
H -14.225 -4.361 -4.541
H -10.718 2.367 0.361
H -10.239 -1.208 -1.541
H 9.228 1.615 -2.294
H 0.239 1.002 0.593
*
```

The calculation puts the energy above the lowest of the compared OMol25 structures with the same formula, charge and spin at 0.0 kcal/mol. The value obtained for the HOMO-LUMO gap is 6.39 eV.